Entry 1:
Below is the molecule C5H8O3, with properties calculated with ωB97M-V with the def2-TZVPD basis set.

Last column: Löwdin charge in e.
Atoms and positions in Å:
C1 0.666 -1.735 -1.033  -0.093
O1 1.249 -1.648 0.241  -0.035
C2 0.557 -0.452 0.774  -0.197
C3 0.051 0.715 1.666  0.007
C4 -1.060 1.221 0.336  0.041
C5 -0.128 0.689 -0.897  -0.378
O2 -0.395 -0.605 -1.255  -0.172
O3 1.140 0.580 -0.246  -0.083
H1 -0.058 -2.597 -1.096  0.142
H2 1.316 -1.513 -2.068  0.192
H3 -0.454 -0.631 0.541  0.078
H4 0.688 1.518 1.816  0.066
H5 -0.746 0.500 2.436  0.117
H6 -0.994 2.224 0.311  0.054
H7 -1.958 0.614 0.322  0.110
H8 0.127 1.120 -1.847  0.152

ΔE to the lowest compared entry with this formula, charge and spin = 185.4 kcal per mole
Frontier orbital gap = 10.072 eV
SMILES = C1O[C@H]2CC[C@H](O1)O2
2S+1 = 1

---

Entry 2:
Below is a structure of composition C5H8O3Pr, with properties calculated with ωB97M-V with the def2-TZVPD basis set.

Last column: Mulliken spin population.
Atoms and positions in Å:
H1 1.084 1.282 0.202  -0.002
O1 -0.668 0.077 0.754  -0.002
C1 0.791 0.165 0.668  -0.007
O2 1.464 -0.382 1.566  -0.016
Pr1 0.564 -1.314 3.633  2.083
O3 1.021 -0.410 -0.691  -0.001
C2 1.454 0.495 -1.513  0.000
C3 -1.161 -0.437 1.823  -0.049
C4 -2.624 -0.405 1.865  -0.003
H2 -3.092 0.110 1.018  -0.004
H3 -2.969 -1.451 1.936  0.001
H4 -2.918 0.061 2.819  0.000
C5 1.195 0.309 -2.943  0.000
H5 2.381 1.011 -1.219  0.000
H6 0.592 -0.581 -3.146  0.000
H7 2.171 0.246 -3.448  0.000
H8 0.716 1.224 -3.324  0.000

Frontier orbital gap (spin up / spin down) = 6.725 / 8.347 eV
Total charge = +3
⟨S²⟩ = 2.023
2S+1 = 3

---

Entry 3:
Below is a structure of composition C5H8O3Tm, with properties calculated with ωB97M-V with the def2-TZVPD basis set.

Last column: Mulliken spin population.
Atoms and positions in Å:
H1 -1.155 0.333 1.261  0.000
O1 0.917 -0.223 -0.176  0.006
C1 0.269 0.989 0.147  -0.003
O2 0.918 1.993 0.417  0.000
Tm1 3.258 1.962 0.611  1.966
O3 -0.894 0.987 -0.498  0.000
C2 -1.967 0.725 0.400  0.000
C3 2.207 -0.256 -0.027  0.027
C4 2.779 -1.565 -0.305  0.001
H2 2.077 -2.401 -0.213  0.002
H3 3.156 -1.494 -1.344  -0.001
H4 3.677 -1.704 0.313  0.001
C5 -3.024 -0.112 -0.236  0.000
H5 -2.299 1.688 0.810  0.000
H6 -2.749 -0.397 -1.258  0.000
H7 -3.949 0.480 -0.271  0.000
H8 -3.222 -1.006 0.370  0.000

ΔE to the lowest compared entry with this formula, charge and spin = 40.9 kcal per mole
Frontier orbital gap (spin up / spin down) = 5.338 / 3.639 eV
Total charge = +3
⟨S²⟩ = 2.002
2S+1 = 3

---

Entry 4:
Below is a cluster of 2 separate species, C5H8O4 in total, with properties calculated with ωB97M-V with the def2-TZVPD basis set.

Last column: Löwdin charge in e.
Atoms and positions in Å:
C1 -2.420 0.642 1.764  -0.062
C2 -1.176 0.359 2.614  -0.807
O1 -1.309 -0.081 3.788  -0.148
O2 -0.102 0.605 2.019  -0.102
H1 -3.376 0.507 2.275  0.039
H2 -2.439 -0.109 0.973  0.061
H3 -2.310 1.643 1.346  0.054
C3 1.109 -0.297 -0.841  -0.199
C4 2.462 -0.367 -1.551  -0.149
C5 -0.007 -0.456 -1.903  -0.759
O3 0.048 0.347 -2.877  -0.137
O4 -0.823 -1.400 -1.767  -0.115
H4 0.958 -0.939 0.018  0.086
H5 1.011 0.736 -0.499  0.091
H6 3.369 -0.312 -0.943  0.043
H7 2.453 0.423 -2.302  0.051
H8 2.550 -1.300 -2.114  0.055

ΔE to the lowest compared entry with this formula, charge and spin = 15.4 kcal per mole
Frontier orbital gap = 7.541 eV
Total charge = -2
2S+1 = 1